*w*
DFT (ωB97M-V with the def2-TZVPD basis set) results for a molecular structure, C2HNO2S.

Calculated values
highest occupied orbital energy (alpha / beta) = -8.173 / -8.214 eV
orbital gap (alpha / beta) = 6.78 / 6.76 eV

Geometry (Å):
C: 0.4024 -0.0410 1.7042
C: -0.5615 0.4827 0.9356
N: 1.1647 -0.3246 2.5368
O: -1.1645 0.7144 -0.0513
O: 0.6431 -0.9471 -0.9540
S: -0.5044 -0.4882 -1.7305
H: 0.0202 0.6038 -2.4408

*x*
DFT (ωB97M-V with the def2-TZVPD basis set) results for a molecular structure, C2HNO2S.

Calculated values
highest occupied orbital energy (alpha / beta) = -8.168 / -8.039 eV
orbital gap (alpha / beta) = 8.02 / 7.69 eV

Geometry (Å):
C: -0.2988 -1.2940 -0.2178
C: -0.8573 0.5911 -0.4084
N: -1.0922 -0.7603 -0.9493
O: 1.3829 0.4669 1.2256
O: 0.1751 1.3398 -0.9203
S: 0.3178 1.3303 0.7652
H: 0.3726 -1.6739 0.5049

*y*
DFT (ωB97M-V with the def2-TZVPD basis set) results for 2 unconnected molecules or ions with the total composition C2HNO2S.

Calculated values
highest occupied orbital energy (alpha / beta) = -8.628 / -9.318 eV
orbital gap (alpha / beta) = 7.02 / 8.22 eV

Geometry (Å):
C: -1.9085 1.9096 0.3160
C: -3.0309 1.5629 -0.2765
N: -0.7619 2.0773 0.0913
O: -2.3814 -1.8708 -0.2303
O: -3.9667 1.7456 -0.8505
S: -1.6988 -0.7567 0.5013
H: -2.4945 -0.2328 1.3715

Most stable: *w*

*w*
DFT (ωB97M-V with the def2-TZVPD basis set) results for 2 unconnected molecules or ions with the total composition C4H8O4.

Calculated values
highest occupied orbital energy = -9.361 eV
SMILES string = C/C=C/O.O=C(O)O
orbital gap = 9.83 eV

Geometry (Å):
C: 0.9017 0.3678 0.7434
C: 1.7146 0.1808 -0.2815
C: 3.0305 -0.5142 -0.1848
C: -3.2371 -0.3666 -0.0035
O: -2.5881 -0.4041 1.1319
O: -0.3093 1.0061 0.6880
O: -2.5706 0.3533 -0.9495
O: -4.2855 -0.8896 -0.2222
H: -1.7415 0.1090 1.0918
H: -0.4891 1.2889 -0.2201
H: -3.0824 0.3645 -1.7699
H: 1.1183 0.0324 1.7461
H: 1.4353 0.5429 -1.2638
H: 3.8336 0.1519 -0.4990
H: 3.0474 -1.3838 -0.8409
H: 3.2223 -0.8392 0.8339

*x*
DFT (ωB97M-V with the def2-TZVPD basis set) results for 3 unconnected molecules or ions with the total composition C4H8O4.

Calculated values
highest occupied orbital energy = -9.297 eV
SMILES string = OC#CO.O=CO.C
orbital gap = 9.50 eV

Geometry (Å):
C: 0.2596 1.9103 -0.1369
C: -0.4207 -1.0530 2.2025
C: 0.5415 -0.1001 -1.6426
C: 0.4011 -1.1404 -1.0249
O: -0.9927 2.0897 -0.6150
O: 0.4586 1.6718 1.0323
O: 0.3525 0.7182 -2.6856
O: 0.6761 -2.3194 -0.5349
H: -0.9775 2.2172 -1.5731
H: -0.1218 -0.1540 1.6233
H: 0.1165 0.2173 -3.4689
H: 0.2228 -2.4293 0.3202
H: 1.0451 2.3657 -0.7717
H: -1.2926 -1.5447 1.7828
H: 0.4019 -1.7579 2.2983
H: -0.6704 -0.6912 3.1944

Most stable: *w*

*w*
DFT (ωB97M-V with the def2-TZVPD basis set) results for 2 unconnected molecules or ions with the total composition C4H8O4.

Calculated values
highest occupied orbital energy = -10.404 eV
SMILES string = CC(=O)O.CC(=O)O
orbital gap = 10.56 eV

Geometry (Å):
C: -1.1719 0.1128 1.4146
C: -1.9960 0.6876 2.6595
C: 1.2292 -0.0263 -1.4093
C: 2.0741 -0.3160 -2.6334
H: -0.9618 0.2214 -0.2826
H: -1.6739 0.3719 3.5877
H: -2.1437 1.8272 2.5669
H: -3.2221 0.3304 2.6304
H: 0.8518 -0.6153 0.4517
H: 1.4926 -0.1320 -3.5309
H: 2.9470 0.1173 -2.4376
H: 2.3060 -1.3822 -2.5342
O: -0.0427 -0.6032 1.6533
O: -1.8204 0.1545 0.1990
O: 0.1495 0.5370 -1.6827
O: 1.6625 -0.5242 -0.2496

*x*
DFT (ωB97M-V with the def2-TZVPD basis set) results for 2 unconnected molecules or ions with the total composition C4H8O4.

Calculated values
highest occupied orbital energy = -10.608 eV
SMILES string = CC(=O)O.CC(=O)O
orbital gap = 11.47 eV

Geometry (Å):
C: 1.2536 -0.4301 -1.4446
C: 2.3177 -0.6782 -2.4773
C: -1.3648 0.3626 1.3984
C: -2.2145 0.6832 2.5511
H: -0.0539 -1.2366 -0.3586
H: 2.8392 0.3128 -2.6310
H: 3.0113 -1.3869 -2.0636
H: 1.8819 -0.9597 -3.4105
H: -0.2114 1.1657 0.1342
H: -2.6132 -0.2478 2.9933
H: -1.5810 1.1502 3.2920
H: -2.9980 1.3947 2.2529
O: 1.0713 0.6978 -0.9845
O: 0.6085 -1.5048 -1.0680
O: -1.1466 -0.7739 0.9544
O: -0.8001 1.4509 0.8619

Most stable: *x*

*w*
DFT (ωB97M-V with the def2-TZVPD basis set) results for 2 unconnected molecules or ions with the total composition C4H11NOP.

Calculated values
highest occupied orbital energy = -13.835 eV
total charge = +1
orbital gap = 9.75 eV

Geometry (Å):
C: 2.2850 -1.1455 -0.1212
C: -2.1222 1.7509 -0.0763
C: -0.7362 -0.0930 0.2343
C: -1.9887 0.4019 0.5574
N: -0.4707 -1.2803 -0.2583
O: -2.9730 -0.5603 0.3706
P: 3.8279 -0.5316 -0.0533
H: 2.1474 -1.9429 0.6079
H: -1.2158 2.3355 0.1293
H: -2.9100 2.3036 0.3076
H: -2.2967 1.5724 -1.0701
H: 0.1762 0.4950 0.4463
H: -2.0000 0.6770 1.7316
H: 3.9477 0.4813 -1.0929
H: 0.6782 -1.2928 -0.4442
H: -1.1080 -1.9125 -0.6369
H: -3.8800 -0.3366 0.4453
H: 5.0801 -0.4891 0.6309

*x*
DFT (ωB97M-V with the def2-TZVPD basis set) results for a gas-phase ion, C4H11NOP (charge +1).

Calculated values
highest occupied orbital energy = -14.052 eV
total charge = +1
SMILES string = [H]/P=C/[C@@H]([NH3+])[C@@H](C)O
orbital gap = 9.93 eV

Geometry (Å):
C: 1.5728 0.9845 0.1956
C: -1.8727 -0.7937 0.7040
C: 0.0599 0.7102 0.1837
C: -0.3164 -0.7120 0.5780
N: -0.4725 0.8318 -1.2255
O: -0.0546 -1.4884 -0.5963
P: 2.5734 -0.3046 0.4467
H: 1.9005 1.9004 -0.1918
H: -2.1936 -0.6834 -0.3739
H: -2.1049 0.0880 1.3563
H: -2.0014 -1.7934 1.1319
H: -0.3839 1.3006 0.9342
H: 0.1936 -0.9824 1.6013
H: 0.2329 1.2524 -1.7971
H: -1.2632 1.4440 -1.3625
H: -0.5007 -0.2957 -1.3442
H: 0.7551 -1.9923 -0.6024
H: 3.8758 0.5339 0.3620

Most stable: *x*